{
  "formula": "C23H41N2NdP3Se",
  "method": "ωB97M-V/def2-TZVPD",
  "elements": ["Nd", "Se", "P", "P", "P", "N", "N", "C", "C", "C", "C", "C", "C", "C", "C", "C", "C", "C", "C", "C", "C", "C", "C", "C", "C", "C", "C", "C", "C", "C", "H", "H", "H", "H", "H", "H", "H", "H", "H", "H", "H", "H", "H", "H", "H", "H", "H", "H", "H", "H", "H", "H", "H", "H", "H", "H", "H", "H", "H", "H", "H", "H", "H", "H", "H", "H", "H", "H", "H", "H", "H"],
  "positions_angstrom": [[0.699, -0.042, -0.089], [1.048, -2.821, -0.679], [-0.524, 3.229, -0.234], [0.880, -0.906, 2.946], [-2.036, -0.455, 0.782], [2.769, 0.826, 0.865], [4.130, 3.021, 4.919], [-1.897, -3.024, -4.289], [3.909, 0.339, 0.295], [2.386, -0.716, 3.980], [-0.142, -1.877, -3.055], [5.277, 1.614, 1.813], [-0.969, -4.069, -2.329], [-1.059, -1.927, -4.090], [5.167, 0.778, 0.704], [-1.831, -4.125, -3.423], [1.155, 3.777, -0.654], [4.115, 1.936, 2.522], [-1.741, 4.510, -0.631], [0.752, -2.734, 3.011], [-1.472, -1.552, -7.116], [-0.371, -0.414, 4.206], [-2.751, -0.325, -0.913], [-3.261, 0.441, 1.818], [-0.638, 2.875, 1.531], [2.880, 1.592, 1.991], [-2.385, -2.210, 1.189], [4.140, 2.537, 3.850], [-0.119, -2.946, -2.136], [-1.392, -0.276, -6.686], [1.934, 3.288, -0.053], [-0.884, 2.053, -1.019], [2.464, 0.319, 4.342], [-0.294, -3.042, 2.905], [-4.250, -0.042, 1.772], [-0.032, -0.682, 5.218], [1.273, 4.861, -0.518], [1.336, -3.149, 2.176], [-2.747, 4.142, -0.379], [1.355, 3.558, -1.715], [-2.679, 0.714, -1.268], [-1.334, -0.903, 4.007], [6.038, 0.485, 0.133], [-2.445, -5.010, -3.609], [-1.678, -2.858, 0.646], [0.314, 2.517, 1.946], [3.268, -0.958, 3.372], [-3.807, -0.618, -0.855], [2.349, -1.392, 4.847], [-0.415, 0.185, -6.461], [-1.051, -1.101, -4.794], [-0.926, -4.881, -1.609], [6.230, 2.008, 2.166], [-2.935, 0.465, 2.868], [3.732, -0.394, -0.499], [-0.912, 3.784, 2.078], [-0.494, 0.677, 4.160], [0.564, -1.029, -2.981], [-1.745, 4.701, -1.715], [-2.569, -3.020, -5.144], [-3.373, 1.479, 1.473], [1.948, 1.929, 2.473], [-2.277, -2.372, 2.272], [-2.276, 0.360, -6.543], [1.163, -3.095, 3.963], [-3.413, -2.451, 0.879], [-0.609, -2.227, -7.016], [-1.549, 5.451, -0.081], [-2.346, -1.954, -7.655], [-1.416, 2.127, 1.742], [-2.229, -0.984, -1.625]],
  "atomic_forces_ev_per_a": [[0.31, -2.58, 0.16], [0.62, 1.21, 1.24], [-0.29, 1.30, 0.06], [-0.20, -0.82, 0.93], [-1.01, -0.59, -0.13], [0.78, 0.36, 0.92], [-0.04, -1.32, -2.74], [0.28, -0.02, 0.21], [-0.70, 0.68, 0.42], [0.34, 0.45, -0.37], [-0.40, -0.65, 0.60], [-0.05, -0.15, 0.00], [0.58, 0.67, 0.31], [0.09, 0.31, -0.08], [-0.18, 0.06, -0.20], [0.09, 0.51, -0.13], [0.23, -0.32, -0.46], [-0.35, 0.11, 0.63], [-0.35, -0.25, -0.44], [0.11, -0.04, -0.40], [0.20, 0.91, -0.34], [-0.10, 0.32, -0.28], [0.07, 0.07, 0.17], [0.10, 0.24, 0.12], [-0.07, -0.55, 0.28], [0.03, -0.37, -0.87], [0.23, -0.08, -0.03], [0.09, 1.33, 1.85], [-0.90, 0.13, -1.03], [-0.13, -0.67, -0.55], [-0.33, 0.00, -0.06], [0.33, 0.78, 0.58], [0.09, -0.30, 0.01], [0.32, -0.06, -0.02], [0.37, 0.08, -0.09], [-0.10, 0.01, -0.39], [-0.32, -0.21, 0.07], [-0.23, -0.10, 0.36], [0.28, 0.08, 0.07], [-0.08, 0.15, 0.22], [-0.21, -0.25, -0.05], [0.22, 0.18, 0.09], [0.06, -0.11, 0.13], [0.21, 0.32, 0.17], [-0.28, 0.20, 0.25], [-0.34, 0.13, -0.24], [-0.05, 0.05, 0.27], [0.20, 0.12, -0.20], [-0.11, 0.23, -0.36], [-0.53, -0.42, 0.32], [-0.26, -0.36, 0.23], [0.01, 0.03, -0.16], [-0.13, -0.31, -0.15], [-0.10, -0.04, -0.29], [0.45, 0.27, 0.06], [0.11, 0.06, -0.24], [-0.14, -0.22, 0.20], [-0.15, -0.45, -0.09], [0.15, 0.04, 0.30], [0.12, -0.06, 0.16], [-0.10, -0.24, 0.07], [0.72, -0.34, -0.17], [-0.10, 0.01, -0.39], [0.38, -0.15, -0.67], [-0.24, 0.07, -0.26], [0.26, 0.10, 0.16], [-0.29, 0.44, -0.50], [0.14, -0.53, -0.17], [0.23, 0.17, 0.83], [0.22, 0.25, -0.11], [-0.16, 0.12, 0.20]],
  "multiplicity": 4,
  "gap_ev": [5.4, 5.9],
  "total_charge": 3,
  "max_force_ev_per_a": 3.04
}